1.
Below is a cluster of 2 separate species, C3H12NS in total, with properties calculated with the ωB97M-V functional and the def2-TZVPD basis.

Computed properties:
HOMO in eV: -12.6
Energy relative to the best compared isomer or geometry (same formula, charge and spin) in eV: 0.6461
Charge: +1
Multiplicity: 1
Calculated total energy in Ha: -574.16919
LUMO in Eh: -0.125
Frontier orbital gap in Eh: 0.339

```
17
Properties=species:S:1:pos:R:3:forces:R:3
S -0.261 0.507 0.732 0.63 0.84 0.93
N 0.146 -1.051 -1.866 -1.24 -1.08 0.43
C -0.244 -2.514 -1.952 -0.47 0.44 0.52
C 1.549 0.720 1.173 -0.71 -0.28 -0.62
C -0.976 1.982 1.545 0.49 1.35 -0.87
H -0.328 2.400 2.316 -0.05 -0.83 0.37
H -0.342 -2.850 -0.923 0.38 -0.28 -0.05
H 2.246 0.832 0.338 -0.44 -0.15 -0.29
H 1.651 1.648 1.726 -0.07 -0.28 0.46
H 1.775 -0.197 1.704 0.39 0.32 0.45
H -1.988 1.854 1.902 -0.03 -0.48 0.12
H -0.982 2.831 0.849 -0.26 -0.43 -0.25
H 1.102 -0.935 -1.561 0.46 0.16 -0.30
H -0.423 -0.632 -1.087 0.34 0.35 -0.60
H -1.250 -2.568 -2.362 0.14 0.06 -0.30
H -0.062 -0.577 -2.740 0.32 0.30 0.00
H 0.465 -3.084 -2.534 0.10 -0.01 -0.02
```
Forces are in eV/Å.

natural (NBO) atomic charge list, values in e, 8 entries: atom 1 (S): 0.072, atom 2 (N): -0.696, atom 3 (C): -0.421, atom 4 (C): -0.704, atom 5 (C): -0.719, atom 6 (H): 0.240, atom 7 (H): 0.235, atom 8 (H): 0.218

---

2.
Below is a structure of composition C80H74GeI2N11O6RbS5, with properties calculated with the ωB97M-V functional and the def2-TZVPD basis.

Computed properties:
HOMO in eV: -3.2
Charge: -2
Multiplicity: 1
Calculated total energy in Ha: -8834.07680
LUMO in Eh: 0.104
Frontier orbital gap in Eh: 0.222

```
180
Properties=species:S:1:pos:R:3:forces:R:3
I 9.668 3.858 1.324 -0.21 -0.12 -0.05
I 6.510 -1.274 0.990 0.07 0.21 -0.01
Rb 1.277 0.424 0.906 -0.45 -0.15 -1.63
Ge -4.090 4.855 -0.824 -0.04 0.24 -0.12
S 4.304 -5.866 1.228 -0.54 -0.03 -0.10
S 5.398 -8.539 0.543 0.13 -0.17 0.01
S 2.206 3.313 3.541 0.70 -0.44 0.77
S 1.899 -4.014 1.276 -0.25 0.36 0.14
S 1.440 -1.744 3.715 0.21 -0.81 1.16
O -3.771 4.372 3.505 0.22 0.05 -0.09
O -1.069 -1.253 2.334 0.01 0.05 -0.27
O 1.747 2.346 2.513 -0.08 0.52 -0.04
O 2.138 -0.669 2.970 0.42 -0.03 0.48
O 4.312 0.843 0.271 -0.23 0.07 0.19
O -4.810 4.551 1.535 0.06 -0.22 -0.46
N 1.957 -6.574 0.506 -0.44 -0.06 -0.04
N -2.710 -4.500 -8.164 -0.03 -0.01 -0.01
N 3.257 3.210 -0.828 0.11 0.47 -0.01
N -5.037 1.065 -2.066 -0.07 -0.03 0.04
N -3.115 -2.177 2.498 0.03 -0.14 0.27
N -3.124 -0.668 -0.400 -0.36 0.96 -0.06
N 2.792 -7.673 0.360 0.40 0.24 0.28
N 2.031 -1.507 -1.513 -0.29 -0.05 0.05
N 3.152 -4.003 -2.026 0.11 -0.19 -0.08
N 1.345 1.966 -2.222 0.01 -0.02 0.12
N -0.887 -1.439 -2.032 -0.02 -0.08 -0.23
C 2.541 2.060 -4.280 -0.07 -0.06 0.01
C -6.038 8.413 0.503 -0.02 0.04 -0.06
C 0.268 1.331 -4.262 0.03 0.03 -0.04
C -2.556 5.240 1.617 -0.04 -0.37 -0.12
C -1.597 -2.662 -4.456 -0.01 0.04 -0.06
C -3.800 4.655 2.300 -0.19 0.03 0.37
C 2.641 -10.126 0.051 0.03 0.12 0.05
C 1.933 -11.217 -0.434 -0.02 0.03 0.00
C 2.446 -3.879 5.178 -0.06 0.03 0.01
C 1.000 -1.020 5.383 -0.16 0.00 -0.28
C -2.175 4.461 -5.258 0.00 -0.03 0.01
C -5.867 0.402 -1.009 -0.02 0.01 0.10
C 4.397 1.574 3.534 -0.29 -0.03 -0.17
C 3.659 2.717 -2.119 0.00 -0.05 0.02
C 0.278 1.541 -2.895 -0.02 0.02 0.00
C 1.436 1.592 -4.967 -0.02 0.02 0.04
C 7.863 2.832 0.930 0.36 0.18 0.11
C -6.620 3.364 -0.984 0.20 0.29 -0.04
C 3.825 -3.054 -1.405 0.21 0.12 0.07
C 2.753 -2.805 4.357 0.07 -0.04 -0.13
C -2.402 4.694 0.194 -0.24 0.17 0.29
C -4.937 0.981 0.100 -0.09 0.05 -0.09
C 2.134 -8.838 -0.115 -0.12 -0.12 -0.09
C -3.986 0.240 -2.535 0.16 0.10 0.01
C 4.043 -2.615 3.895 -0.10 0.24 -0.09
C -3.191 -3.313 -7.801 -0.01 -0.02 -0.03
C 4.104 -7.496 0.674 -0.22 0.05 -0.14
C -3.140 -0.505 -1.802 -0.16 0.18 -0.16
C 3.847 2.724 4.070 0.02 0.31 -0.09
C -3.365 -1.511 3.760 0.11 -0.06 -0.01
C 4.571 3.497 4.970 -0.17 0.14 0.10
C 2.560 -5.523 0.965 0.75 -0.40 -0.04
C 3.257 -1.819 -1.098 -0.24 0.13 -0.26
C 6.367 1.904 4.878 -0.09 0.00 -0.06
C -4.167 -3.043 2.015 0.07 -0.10 -0.05
C -3.316 3.743 -4.928 0.01 -0.01 -0.04
C -5.433 8.774 -1.789 -0.03 0.06 -0.02
C 1.588 0.371 5.571 0.03 0.08 -0.07
C -1.675 -2.851 0.644 0.40 -0.39 -0.04
C -0.327 -2.797 -3.928 0.12 0.05 0.02
C -1.863 -5.088 -7.323 -0.02 -0.01 -0.07
C -5.286 3.296 -0.957 0.22 0.09 0.31
C -2.119 -1.306 -2.540 0.07 -0.21 -0.10
C -4.526 1.997 -0.986 0.03 -0.03 -0.05
C 0.716 -11.050 -1.073 -0.01 -0.08 0.01
C -1.973 -3.296 -5.740 -0.03 -0.01 -0.06
C 4.325 3.781 -0.030 0.03 -0.21 0.05
C -5.514 7.128 0.440 -0.10 0.06 0.06
C 7.819 1.455 1.055 -0.04 0.06 -0.01
C 0.682 1.476 5.033 0.12 -0.11 -0.01
C -4.899 7.493 -1.846 0.00 -0.07 -0.02
C 0.894 -8.672 -0.740 0.06 0.04 -0.06
C -3.364 4.763 -2.720 0.02 -0.02 0.17
C -1.626 5.333 -4.327 0.05 0.03 -0.02
C -7.562 2.247 -0.990 -0.09 -0.13 -0.13
C -6.011 9.236 -0.615 0.03 0.00 -0.01
C 1.347 -2.452 -2.165 0.31 -0.15 0.24
C 5.649 1.152 3.959 0.15 0.03 0.14
C 5.043 -3.497 4.272 0.00 -0.09 0.03
C -2.510 -1.918 -3.731 -0.08 0.05 0.07
C -7.262 0.948 -0.997 -0.02 -0.06 0.12
C 5.833 3.088 5.371 0.01 0.00 0.05
C -1.465 -4.536 -6.117 -0.03 0.03 0.03
C 5.395 1.481 0.454 0.29 0.00 -0.10
C -3.866 -0.018 0.412 -0.17 0.04 -0.27
C 6.620 0.825 0.805 -0.21 -0.35 -0.06
C 1.907 -3.714 -2.366 -0.18 0.09 0.03
C 4.746 -4.573 5.096 0.05 0.01 -0.02
C 0.199 -9.771 -1.215 0.02 -0.02 -0.01
C 2.460 2.234 -2.897 -0.03 0.03 -0.15
C -1.898 -2.040 1.885 -0.14 0.03 -0.01
C -0.013 -2.195 -2.708 -0.15 0.16 -0.03
C -2.217 5.477 -3.079 -0.07 -0.03 0.03
C -3.901 3.897 -3.675 -0.03 0.05 0.07
C 5.529 2.908 0.311 -0.12 -0.07 -0.08
C -2.858 -2.675 -6.618 0.05 -0.05 0.05
C -4.940 6.647 -0.738 0.16 -0.27 0.06
C 1.297 2.869 5.102 -0.21 0.10 -0.39
C 6.734 3.542 0.551 -0.06 -0.06 -0.01
C 3.447 -4.762 5.551 -0.06 0.03 0.03
H 4.853 -3.277 -1.143 -0.02 0.06 0.10
H -3.270 -1.702 -6.388 -0.01 0.01 -0.01
H 4.144 4.416 5.360 0.05 0.01 -0.02
H 3.847 1.016 2.790 -0.04 -0.09 -0.01
H -1.595 5.205 -0.332 -0.06 0.00 -0.13
H 3.870 4.114 0.911 -0.05 0.03 -0.03
H -1.491 -6.058 -7.637 0.05 0.01 0.06
H 0.436 1.266 3.989 -0.07 -0.03 0.06
H -3.882 -2.850 -8.498 0.02 0.04 0.02
H -8.613 2.520 -0.982 0.01 -0.02 0.02
H -3.842 0.288 -3.609 0.09 -0.01 0.00
H 6.403 3.695 6.063 -0.02 0.00 0.01
H 0.170 -11.909 -1.445 0.01 0.01 -0.01
H -2.469 -0.967 4.042 -0.04 0.04 0.02
H 6.787 4.621 0.447 0.00 0.00 -0.02
H 1.477 1.448 -6.040 0.00 0.00 0.00
H 1.424 -4.034 5.510 0.02 -0.07 -0.02
H 1.367 -1.714 6.135 -0.06 -0.05 -0.02
H -0.756 -9.625 -1.703 0.00 0.03 0.01
H 4.683 4.681 -0.543 0.04 0.02 0.08
H -5.549 6.478 1.304 0.00 0.03 -0.04
H -0.630 0.990 -4.760 -0.02 -0.01 0.02
H -0.788 -5.076 -5.468 0.00 0.00 0.00
H -0.256 1.472 5.595 -0.02 0.07 -0.04
H 0.520 3.632 5.159 -0.01 -0.02 0.10
H -7.071 4.353 -0.962 -0.01 -0.02 0.06
H -2.697 6.326 1.594 0.07 0.02 -0.02
H -1.771 6.158 -2.361 0.05 -0.01 -0.04
H 6.065 0.233 3.565 -0.03 0.04 -0.03
H -1.709 4.334 -6.228 0.00 -0.01 0.02
H 1.774 0.544 6.636 0.01 -0.04 0.00
H -4.164 -3.092 0.929 0.00 0.02 0.00
H 3.791 -1.050 -0.548 0.09 -0.06 0.00
H 4.156 3.524 -2.669 -0.04 -0.02 -0.07
H -5.409 1.409 0.981 0.07 -0.09 0.10
H -3.747 3.052 -5.645 -0.01 0.02 0.01
H -5.390 9.418 -2.661 -0.02 -0.02 -0.01
H -3.741 -0.296 1.459 0.00 0.24 -0.11
H -5.130 -2.638 2.330 -0.02 0.04 0.01
H -2.115 -3.844 0.704 0.05 -0.09 0.08
H 8.693 0.886 1.342 0.01 0.00 -0.01
H -0.093 -1.010 5.407 0.01 0.07 0.04
H 1.997 2.991 5.928 0.00 0.07 0.02
H -8.060 0.213 -0.974 -0.03 0.05 -0.01
H -4.078 -4.060 2.413 -0.03 0.02 -0.01
H -2.120 3.637 0.231 -0.01 -0.04 -0.02
H -6.461 8.776 1.432 -0.05 -0.03 -0.01
H 1.326 -4.523 -2.793 -0.03 0.02 -0.05
H 3.578 -10.271 0.558 0.09 0.02 0.00
H -0.723 5.882 -4.567 -0.03 0.02 0.00
H 2.349 -12.208 -0.301 -0.01 0.00 0.01
H 3.461 2.294 -4.802 0.02 -0.01 0.04
H -6.437 10.232 -0.572 0.04 0.02 0.01
H 2.553 0.411 5.066 0.10 0.02 0.02
H 7.349 1.580 5.198 0.01 -0.01 -0.03
H -3.535 -1.841 -4.061 -0.03 -0.01 0.01
H -3.451 2.163 -1.066 -0.03 0.04 -0.09
H -3.603 -2.244 4.537 -0.03 0.02 -0.02
H 2.860 2.441 -0.322 -0.11 -0.17 0.17
H 0.492 -7.675 -0.832 -0.01 -0.01 -0.02
H -2.092 -2.301 -0.202 0.19 -0.46 0.55
H 4.238 -1.790 3.220 0.03 -0.03 -0.03
H -5.875 -0.687 -1.083 0.02 0.00 -0.05
H 5.519 -5.279 5.369 0.01 0.01 -0.01
H -0.607 -2.957 0.488 0.14 -0.07 0.08
H -4.198 -0.808 3.674 -0.03 0.02 0.02
H 0.433 -3.338 -4.472 0.05 -0.01 0.01
H -0.619 1.371 -2.306 0.02 -0.06 -0.04
H 4.370 1.877 -2.060 0.05 0.03 0.03
H -1.680 5.017 2.224 0.06 0.07 0.07
H 3.210 -5.608 6.184 0.00 -0.01 -0.02
H -4.792 3.328 -3.431 0.01 -0.05 -0.06
H -4.438 7.145 -2.763 -0.03 0.03 -0.02
H 6.048 -3.360 3.890 0.00 0.02 0.02
```
Forces are in eV/Å.

Mulliken atomic charge list, values in e, 8 entries: atom 1 (I): -0.061, atom 2 (I): 0.111, atom 3 (Rb): -0.328, atom 4 (Ge): 3.169, atom 5 (S): -0.026, atom 6 (S): -0.452, atom 7 (S): 0.006, atom 8 (S): 0.156